(1)
# C5H6O2

C5H6O2 as an isolated structure at a distorted geometry (ωB97M-V/def2-TZVPD, the Open Molecules 2025 dataset).

Results
- E_tot (eV) = -9373.61695
- gap between HOMO and LUMO (hartree) = 0.3268
- net charge = 0
- ΔE to the lowest compared entry with this formula, charge and spin (kcal/mol) = 80.2
- molecular weight (g/mol) = 98.101

Element x y z (Å)
O 0.706 -1.105 -0.860
O 1.171 2.066 0.611
C -0.760 0.725 0.087
C 1.522 -0.215 -0.118
C -1.361 -0.420 0.718
C 0.688 1.013 0.277
C -0.491 -0.493 -1.067
H 1.891 -0.735 0.774
H -1.390 1.599 -0.129
H -1.099 -1.025 -1.808
H -0.810 -1.076 1.371
H 2.372 0.094 -0.729
H -2.438 -0.428 0.874


(2)
# C4H14N2O

A 2-piece molecular cluster, C4H14N2O overall at a distorted geometry (ωB97M-V/def2-TZVPD, the Open Molecules 2025 dataset).

Results
- E_tot (eV) = -9367.81062
- gap between HOMO and LUMO (alpha / beta) (hartree) = 0.3534 / 0.1789
- net charge = +3
- multiplicity = 2
- ΔE to the lowest compared entry with this formula, charge and spin (kcal/mol) = 19.0
- molecular weight (g/mol) = 106.169

Element x y z (Å)
O -1.627 -1.347 1.789
N -2.198 -0.425 -0.729
N 3.012 0.236 1.111
C -1.353 0.790 -1.052
C 0.075 0.445 -1.416
C 2.043 0.722 0.082
C 0.960 0.048 -0.267
H -2.039 -0.901 2.537
H -3.147 -0.193 -0.681
H -1.476 1.513 -0.140
H 4.018 0.192 0.713
H 2.966 0.829 1.946
H 0.693 -0.862 0.276
H 2.370 1.688 -0.357
H 2.765 -0.710 1.395
H -1.719 -2.317 2.004
H 0.064 -0.365 -2.190
H -1.954 -0.826 0.242
H -2.084 -1.151 -1.450
H 0.504 1.337 -1.920
H -1.872 1.295 -1.893


(3)
# C5H12N2O

An isolated ion of composition C5H12N2O and charge -1 at a distorted geometry (ωB97M-V/def2-TZVPD, the Open Molecules 2025 dataset).

Results
- E_tot (eV) = -10405.46971
- gap between HOMO and LUMO (alpha / beta) (hartree) = 0.1203 / 0.2460
- net charge = -1
- multiplicity = 2
- ΔE to the lowest compared entry with this formula, charge and spin (kcal/mol) = 23.9
- molecular weight (g/mol) = 116.164

Element x y z (Å)
O -1.078 -2.765 2.430
N 0.506 1.819 -2.429
N 0.397 0.429 2.118
C -0.196 -0.742 1.375
C -1.209 -1.485 2.251
C 0.103 -0.347 -1.194
C 1.024 0.841 -1.476
C -0.826 -0.214 0.054
H 1.298 1.313 -0.528
H -1.723 -0.772 -0.215
H 1.322 0.124 2.423
H 0.484 -1.568 1.149
H 0.722 -1.236 -1.025
H 0.299 1.311 -3.282
H -1.089 0.836 0.226
H 1.980 0.471 -1.870
H -1.907 -0.831 2.806
H 0.701 1.107 1.405
H -0.339 2.276 -2.117
H -0.469 -0.567 -2.102


ΔE to the lowest compared entry with this formula, charge and spin of number 2 (C4H14N2O)? 19.0 kcal/mol


ΔE to the lowest compared entry with this formula, charge and spin of number 3 (C5H12N2O)? 23.9 kcal/mol


Among the records above, which one has the highest net charge? C4H14N2O


Among the records above, which one has the lowest E_tot? C5H12N2O